Entry 1:
Here is an isolated ion of composition C3H7N2OS and charge +1 in a non-equilibrium geometry from the Open Molecules 2025 dataset. Energies are from ωB97M-V/def2-TZVPD.

Positions of all 14 atoms, in Å:
N -2.0222 1.0408 1.0987
C -1.6896 0.1876 0.0833
O -2.2619 0.4590 -1.0697
N -0.9979 -0.9224 0.2929
C 0.1958 -1.2805 0.2424
C 1.3150 -0.5130 -0.2310
S 1.2078 1.2510 -0.6481
H -2.7932 1.8089 0.8610
H -1.6292 1.2463 1.9929
H -2.1575 -0.1920 -1.7188
H 0.4582 -2.3458 0.4870
H 2.2417 -0.6102 0.5204
H 1.6881 -1.1189 -1.0196
H 1.6782 1.8659 0.4849

Cartesian forces (eV/Å) of the 3 atoms listed first:
-2.94 1.76 -3.12
-0.11 1.72 1.84
-0.34 1.70 2.40

## Properties
structure (SMILES) = [NH2+]=C(O)/N=C\CS
E_tot = -19079.7685 eV
2S+1 = 1
charge = +1
ΔE to the lowest compared entry with this formula, charge and spin = 35.3 kcal per mole
highest occupied orbital energy = -13.7 eV



Entry 2:
Here is a 2-piece molecular cluster, C3H7N2OS overall in a non-equilibrium geometry from the Open Molecules 2025 dataset. Energies are from ωB97M-V/def2-TZVPD.

Positions of all 14 atoms, in Å:
C 0.6808 1.3069 -0.4569
C -1.0601 -2.3356 1.9136
C 1.3484 2.0431 -1.5843
N -0.3341 0.4910 -0.5322
N -1.1882 -1.5547 0.9109
O -1.3200 -3.4901 2.4472
S -0.2913 -2.4972 3.4392
H 0.9765 1.3791 0.6143
H 1.4462 3.1411 -1.4943
H 2.3113 1.4934 -1.7049
H 0.6764 1.8967 -2.4875
H -0.5395 0.2043 -1.5662
H -1.9296 -1.9328 0.3880
H -0.7768 -0.1451 0.1131

Cartesian forces (eV/Å) of the 3 atoms listed first:
-1.39 -0.41 2.35
1.43 1.91 -0.21
-1.41 -1.28 -0.90

## Properties
E_tot = -19077.7479 eV
2S+1 = 1
charge = +1
ΔE to the lowest compared entry with this formula, charge and spin = 81.9 kcal per mole
highest occupied orbital energy = -13.2 eV



Entry 3:
Here is a 2-piece molecular cluster, C3H7N2OS overall in a non-equilibrium geometry from the Open Molecules 2025 dataset. Energies are from ωB97M-V/def2-TZVPD.

Positions of all 14 atoms, in Å:
C 0.4426 -0.5063 -1.2365
C -1.2093 1.4421 1.2217
C -1.0799 0.0701 1.5589
N 1.3148 -1.5074 -1.5864
N 0.8927 0.5018 -0.5745
O 0.1626 1.5308 -0.2361
S -1.9662 2.7948 1.1064
H -0.5757 -0.4388 -1.4566
H -1.0365 -0.6097 0.6721
H -0.2252 -0.1474 2.1780
H -1.8767 -0.0117 2.2856
H 0.9587 -2.1898 -2.1999
H 2.3103 -1.3975 -1.3740
H 1.8878 0.4691 -0.3587

Cartesian forces (eV/Å) of the 3 atoms listed first:
3.08 -0.81 0.00
-0.07 2.55 -2.28
0.01 -0.59 0.58

## Properties
E_tot = -19077.0576 eV
2S+1 = 1
charge = +1
ΔE to the lowest compared entry with this formula, charge and spin = 97.8 kcal per mole
highest occupied orbital energy = -13.0 eV